1.
{
  "formula": "C21H18FeN5O2S2",
  "method": "the ωB97M-V functional and the def2-TZVPD basis",
  "species": ["Fe", "C", "S", "C", "S", "N", "N", "C", "C", "C", "C", "C", "C", "N", "H", "H", "H", "H", "H", "H", "H", "H", "O", "C", "O", "C", "C", "C", "C", "C", "C", "N", "C", "C", "C", "C", "C", "C", "N", "H", "H", "H", "H", "H", "H", "H", "H", "H", "H"],
  "coordinates": [[0.488, -0.268, -0.298], [-0.810, -5.480, 1.147], [-0.978, -4.658, -0.446], [-0.339, -3.089, -0.110], [-0.299, -2.005, -1.476], [0.080, -2.808, 1.094], [0.565, -1.536, 1.165], [1.186, -1.170, 2.227], [1.725, 0.184, 2.206], [2.405, 0.754, 3.271], [2.884, 2.049, 3.139], [2.666, 2.731, 1.953], [1.979, 2.093, 0.933], [1.521, 0.850, 1.046], [-1.256, -6.464, 1.014], [-1.347, -4.933, 1.917], [0.235, -5.581, 1.423], [1.319, -1.837, 3.070], [2.552, 0.191, 4.182], [3.419, 2.518, 3.953], [3.024, 3.740, 1.810], [1.793, 2.590, -0.011], [5.989, 0.524, -5.220], [5.033, 1.467, -5.246], [5.138, 2.419, -5.961], [3.852, 1.300, -4.323], [3.758, 0.334, -3.331], [2.636, 0.273, -2.521], [1.591, 1.173, -2.699], [1.680, 2.144, -3.698], [2.805, 2.203, -4.494], [0.486, 1.040, -1.815], [-0.580, 1.742, -1.924], [-1.628, 1.521, -0.936], [-2.880, 2.110, -1.009], [-3.820, 1.786, -0.042], [-3.474, 0.892, 0.957], [-2.197, 0.349, 0.962], [-1.291, 0.659, 0.043], [5.755, -0.218, -4.653], [4.549, -0.384, -3.149], [2.567, -0.499, -1.763], [0.891, 2.863, -3.863], [2.898, 2.953, -5.267], [-0.741, 2.474, -2.709], [-3.112, 2.796, -1.812], [-4.809, 2.221, -0.074], [-4.179, 0.606, 1.724], [-1.891, -0.361, 1.720]],
  "spin_multiplicity": 1,
  "charge": 1,
  "lumo_ev": [-4.164, -4.148],
  "gap_ev": [6.836, 7.046]
}

=====

2.
{
  "formula": "C21H18N2O8S",
  "method": "the ωB97M-V functional and the def2-TZVPD basis",
  "species": ["C", "H", "O", "C", "C", "C", "C", "C", "C", "N", "S", "O", "O", "C", "C", "C", "C", "C", "C", "H", "H", "O", "H", "C", "O", "O", "C", "C", "C", "C", "C", "C", "C", "H", "H", "H", "N", "O", "O", "H", "H", "H", "H", "H", "H", "H", "H", "H", "H", "H"],
  "coordinates": [[-6.333, -2.689, -0.704], [-7.301, -2.202, -0.801], [-5.409, -1.652, -0.476], [-4.092, -1.984, -0.291], [-3.579, -3.269, -0.339], [-2.224, -3.488, -0.129], [-1.378, -2.427, 0.120], [-1.879, -1.135, 0.160], [-3.229, -0.901, -0.038], [-3.750, 0.392, -0.021], [-3.221, 1.560, 1.063], [-2.697, 0.960, 2.253], [-4.301, 2.494, 1.163], [-1.877, 2.304, 0.150], [-0.590, 2.153, 0.602], [0.477, 2.659, -0.143], [0.217, 3.346, -1.350], [-1.112, 3.509, -1.767], [-2.148, 2.986, -1.029], [-3.174, 3.098, -1.340], [-1.288, 4.046, -2.686], [1.184, 3.844, -2.113], [2.058, 3.634, -1.710], [1.866, 2.440, 0.284], [2.838, 2.803, -0.356], [1.963, 1.782, 1.438], [3.275, 1.426, 1.857], [3.816, 0.265, 1.061], [5.176, 0.150, 0.826], [5.650, -0.930, 0.094], [4.790, -1.891, -0.422], [3.434, -1.767, -0.187], [2.951, -0.701, 0.554], [1.891, -0.610, 0.740], [2.750, -2.503, -0.579], [5.196, -2.712, -0.993], [7.071, -1.051, -0.139], [7.450, -1.980, -0.819], [7.795, -0.220, 0.363], [5.876, 0.883, 1.197], [3.172, 1.154, 2.912], [3.942, 2.289, 1.762], [-0.415, 1.640, 1.535], [-4.750, 0.420, -0.161], [-1.230, -0.298, 0.356], [-0.326, -2.599, 0.286], [-1.842, -4.496, -0.163], [-4.224, -4.111, -0.529], [-6.363, -3.391, 0.135], [-6.106, -3.232, -1.627]],
  "spin_multiplicity": 1,
  "charge": 0,
  "lumo_ev": -0.689,
  "gap_ev": 7.830
}

=====

3.
{
  "formula": "C21H18O13",
  "method": "the ωB97M-V functional and the def2-TZVPD basis",
  "species": ["C", "C", "C", "O", "C", "C", "C", "O", "O", "O", "H", "H", "H", "H", "C", "C", "C", "O", "C", "C", "C", "O", "O", "O", "H", "H", "H", "H", "C", "C", "C", "O", "C", "C", "C", "O", "O", "O", "H", "H", "H", "H", "C", "C", "O", "C", "H", "H", "H", "H", "H", "H"],
  "coordinates": [[1.354, 4.560, 0.453], [0.841, 3.432, -0.524], [-0.546, 2.935, -0.406], [-0.974, 2.123, -1.169], [-1.419, 3.567, 0.502], [-0.943, 4.647, 1.456], [0.403, 5.135, 1.445], [0.815, 5.930, 2.328], [-1.840, 5.367, 2.271], [1.609, 2.851, -1.473], [2.445, 4.716, 0.260], [-2.432, 3.145, 0.565], [-2.636, 5.122, 1.997], [1.232, 2.063, -1.478], [-1.622, -5.251, -3.876], [-0.508, -6.348, -4.063], [0.786, -6.122, -3.386], [1.583, -6.953, -3.557], [0.947, -4.922, -2.670], [-0.211, -3.985, -2.305], [-1.377, -4.064, -3.135], [-2.201, -3.168, -3.081], [-0.270, -3.277, -1.105], [-0.721, -7.470, -4.796], [-2.484, -5.541, -4.397], [1.743, -5.031, -1.850], [-1.194, -3.106, -0.891], [-0.236, -8.159, -4.720], [-1.500, 1.126, 2.626], [-2.518, 1.294, 3.819], [-2.190, 2.031, 5.005], [-2.894, 2.177, 5.935], [-0.805, 2.521, 5.020], [0.241, 2.365, 3.905], [-0.099, 1.537, 2.716], [0.708, 1.159, 1.934], [1.489, 2.974, 3.951], [-3.751, 0.824, 3.723], [-1.792, 0.637, 1.702], [-0.569, 3.106, 5.917], [1.525, 3.388, 4.876], [-4.235, 0.818, 4.470], [2.984, -1.061, -2.919], [1.990, -0.420, -2.014], [1.182, 0.412, -2.424], [2.015, -0.713, -0.602], [3.388, -0.531, -3.571], [2.644, -1.942, -3.462], [3.950, -1.208, -2.332], [2.116, -1.895, -0.678], [1.049, -0.308, -0.034], [2.916, -0.485, 0.053]],
  "spin_multiplicity": 1,
  "charge": 0,
  "lumo_ev": -2.151,
  "gap_ev": 6.523
}

=====

4.
{
  "formula": "C21H19BCl2N2O2Pd",
  "method": "the ωB97M-V functional and the def2-TZVPD basis",
  "species": ["Pd", "C", "C", "C", "C", "C", "C", "H", "H", "H", "H", "H", "H", "B", "C", "N", "H", "H", "H", "Cl", "C", "C", "C", "C", "C", "Cl", "C", "N", "C", "C", "C", "C", "C", "C", "C", "C", "O", "O", "H", "H", "H", "H", "H", "H", "H", "H", "H", "H"],
  "coordinates": [[-0.548, -2.209, 0.540], [1.753, -3.232, 1.462], [1.482, -1.993, 2.030], [0.264, -1.754, 2.701], [-0.703, -2.772, 2.797], [-0.489, -3.962, 2.093], [0.742, -4.186, 1.439], [2.691, -3.412, 0.958], [2.204, -1.192, 1.943], [0.067, -0.779, 3.124], [-1.647, -2.582, 3.286], [-1.266, -4.711, 2.048], [0.883, -5.110, 0.894], [-2.177, -4.103, -3.405], [-1.651, -3.495, -2.059], [-1.268, -3.055, -1.063], [-2.750, -3.203, -3.979], [-1.207, -4.491, -4.016], [-2.932, -5.003, -3.114], [-1.311, 4.924, 1.293], [-0.258, 3.640, 1.816], [-0.323, 3.239, 3.134], [0.503, 2.222, 3.581], [1.380, 1.628, 2.691], [1.429, 2.032, 1.367], [2.607, 1.275, 0.339], [0.611, 3.060, 0.877], [0.689, 3.557, -0.414], [0.680, 2.736, -1.594], [1.695, 2.935, -2.523], [1.728, 2.201, -3.694], [0.742, 1.252, -3.937], [-0.275, 1.067, -3.019], [-0.335, 1.812, -1.843], [-1.481, 1.605, -0.887], [-1.352, 0.401, 0.042], [-1.956, 0.333, 1.095], [-0.567, -0.521, -0.443], [-1.022, 3.726, 3.799], [0.476, 1.910, 4.616], [2.076, 0.871, 3.027], [0.174, 4.417, -0.528], [2.466, 3.661, -2.298], [2.523, 2.360, -4.411], [0.762, 0.662, -4.843], [-1.046, 0.331, -3.211], [-2.400, 1.438, -1.454], [-1.661, 2.473, -0.257]],
  "spin_multiplicity": 1,
  "charge": 0,
  "lumo_ev": -1.871,
  "gap_ev": 6.656
}

=====

5.
{
  "formula": "C21H19Br2N5O2Ru",
  "method": "the ωB97M-V functional and the def2-TZVPD basis",
  "species": ["Ru", "Br", "C", "Br", "H", "H", "N", "C", "C", "C", "C", "C", "C", "C", "C", "C", "C", "C", "C", "N", "C", "C", "C", "C", "N", "H", "H", "H", "H", "H", "H", "H", "H", "H", "H", "C", "C", "N", "O", "C", "C", "N", "O", "H", "H", "H", "H", "H", "H", "H"],
  "coordinates": [[1.589, 1.241, 0.514], [2.909, 2.903, 2.529], [4.681, 2.408, 1.979], [4.563, 1.131, 0.568], [5.172, 1.954, 2.823], [5.186, 3.289, 1.624], [-5.566, -5.745, -0.391], [-4.741, -4.948, -0.293], [-3.693, -3.939, -0.168], [-3.882, -2.680, -0.703], [-2.880, -1.723, -0.592], [-1.685, -2.023, 0.050], [-1.511, -3.289, 0.602], [-2.506, -4.244, 0.493], [-0.581, -0.977, 0.193], [-0.386, -0.577, 1.595], [-1.076, -0.901, 2.753], [-0.511, -0.136, 3.792], [0.485, 0.633, 3.235], [0.565, 0.369, 1.897], [0.721, -1.377, -0.388], [1.070, -2.446, -1.215], [2.435, -2.329, -1.468], [2.875, -1.191, -0.793], [1.843, -0.612, -0.137], [-4.813, -2.443, -1.205], [-3.043, -0.738, -1.014], [-0.597, -3.529, 1.131], [-2.368, -5.230, 0.918], [-1.892, -1.608, 2.832], [-0.800, -0.132, 4.835], [1.134, 1.348, 3.714], [0.400, -3.205, -1.593], [3.052, -2.984, -2.071], [3.877, -0.794, -0.767], [0.604, 4.161, -2.638], [0.615, 3.168, -1.526], [1.505, 3.097, -0.624], [2.535, 4.005, -0.791], [-0.451, 2.131, -1.378], [-1.800, 2.263, -2.005], [-0.102, 1.134, -0.662], [-1.079, 0.222, -0.557], [1.612, 4.340, -2.996], [0.211, 5.116, -2.279], [-0.022, 3.813, -3.455], [2.783, 4.220, 0.118], [-1.990, 3.290, -2.309], [-2.562, 1.950, -1.296], [-1.885, 1.616, -2.882]],
  "spin_multiplicity": 2,
  "s2": 0.759,
  "charge": 1,
  "lumo_ev": [-4.620, -4.777],
  "gap_ev": [6.004, 5.823]
}

=====

no.,total energy (Eh)
1,-3295.23668
2,-1920.58999
3,-1788.70479
4,-2144.71079
5,-6478.41980